70
Properties=species:S:1:pos:R:3:forces:R:3:mulliken_charge:R:1 method="wB97M-V/def2-TZVPD" multiplicity=1 charge=-1 total_energy_ha=-2265.13588 lumo_ev=2.25 homo_ev=-3.79
O 0.8323 -0.6957 -3.2393 1.24 -1.05 0.83 -0.93
C -0.3147 -0.0515 -3.2711 -0.18 -0.01 0.47 -0.20
C -0.0291 1.4143 -3.5987 -0.48 -0.24 0.49 0.36
C 0.3076 2.2816 -2.5702 0.00 0.57 -0.06 0.97
H 0.3796 1.8869 -1.5555 -0.06 0.31 -0.37 0.34
C 0.5151 3.6448 -2.8196 0.05 -0.46 0.07 -1.17
H 0.7269 4.2943 -1.9686 -0.03 -0.09 -0.30 0.36
C 0.4521 4.1268 -4.1304 0.16 -0.29 -0.06 -0.65
H 0.6239 5.1889 -4.3315 -0.11 -0.37 0.00 0.35
C 0.2303 3.2206 -5.1789 0.01 0.04 0.07 -0.51
H 0.2300 3.5774 -6.2112 -0.01 -0.07 0.24 0.33
C -0.0088 1.8671 -4.9119 -0.20 0.34 -0.02 -0.79
H -0.2102 1.1443 -5.7074 0.04 0.32 0.11 0.38
H -0.9334 -0.4679 -4.1048 -0.59 0.27 0.02 0.26
C -1.9677 -1.6954 -2.1134 -0.67 -0.27 -0.21 -1.76
C -1.4293 -0.2935 -2.0487 0.38 0.93 -1.58 0.81
H -2.7330 -1.7619 -2.9136 0.30 -0.14 0.28 0.46
H -2.4603 -2.0224 -1.1755 0.20 0.10 -0.40 0.35
H -1.1632 -2.4051 -2.3584 -0.15 0.23 0.04 0.26
C -2.1473 0.7287 -1.5447 0.26 0.23 -0.04 0.39
C -3.6072 0.7875 -1.2487 -0.44 -0.47 1.01 -1.22
H -1.6657 1.6736 -1.2886 -0.02 -0.13 -0.86 0.05
H -4.0879 1.6380 -1.7549 0.32 -0.21 -0.09 0.31
H -3.7467 0.9585 -0.1728 -0.27 0.02 -0.19 0.20
H -4.1508 -0.1316 -1.4955 0.09 0.14 -0.04 0.33
Sr -1.0594 -0.5236 1.0411 0.56 0.16 -0.54 1.57
Cl -3.5989 -0.2617 2.0828 -0.30 -0.18 0.30 -0.68
C -1.1298 0.0383 4.1005 0.49 -0.31 -1.06 0.36
O -0.3331 -0.6572 3.4281 -0.95 0.58 1.08 -0.88
N -1.3418 -0.0915 5.4091 0.17 -0.18 0.41 0.18
C -0.7051 -1.1694 6.1460 -0.17 0.10 0.17 -0.92
C -2.3166 0.7251 6.1172 -0.06 -0.13 -0.22 -0.90
H -1.7553 0.8044 3.6145 0.24 -0.02 0.25 0.46
H 0.0174 -1.6626 5.4925 -0.14 0.09 0.18 0.23
H -1.4683 -1.8833 6.4844 0.15 0.01 -0.13 0.31
H -0.2166 -0.7648 7.0415 0.05 -0.07 -0.21 0.31
H -2.5957 1.5720 5.4839 0.02 -0.14 0.18 0.25
H -1.8986 1.0834 7.0653 0.06 0.03 -0.24 0.31
H -3.2182 0.1437 6.3521 0.13 0.07 -0.11 0.32
H 4.5348 1.4754 -1.9014 -0.16 -0.02 -0.04 0.34
H 4.7560 1.3239 0.6348 -0.13 -0.06 0.02 0.36
C 3.4439 1.5272 -1.7718 0.17 -0.15 -0.12 -0.88
C 3.6642 1.4303 0.6908 -0.08 0.28 -0.10 -0.99
N 3.0764 0.8818 -0.5233 -0.11 -0.43 0.45 0.36
H 2.9407 1.0271 -2.6099 0.05 0.14 0.22 0.31
C 2.1326 -0.0756 -0.4695 -0.30 0.06 -0.02 0.21
O 1.5423 -0.4229 0.5801 0.49 -0.03 -0.53 -0.85
H 3.2805 0.8925 1.5626 0.03 0.15 -0.22 0.21
H 1.8868 -0.5500 -1.4509 -0.14 0.52 0.13 0.39
H 3.1503 2.5882 -1.7395 -0.05 -0.36 -0.01 0.23
H 3.4252 2.5012 0.7709 -0.01 -0.35 0.06 0.29
H 0.0992 -6.2503 0.9268 -0.09 0.07 -0.07 0.31
H 2.2926 -5.7819 -0.6244 -0.10 0.08 -0.05 0.32
C -0.4230 -5.6524 0.1700 0.10 0.02 -0.11 -0.98
C 1.5903 -5.2024 -1.2365 0.01 0.19 0.11 -0.89
N 0.4938 -4.6926 -0.4279 -0.01 -0.37 0.07 0.24
H -1.2433 -5.1021 0.6343 0.14 -0.15 -0.10 0.26
C 0.3577 -3.3941 -0.1663 -1.00 1.05 0.62 0.81
O -0.5804 -2.9234 0.5222 1.38 -0.79 -0.83 -0.84
H 2.1197 -4.3555 -1.6844 -0.10 -0.21 0.02 0.27
H 1.1304 -2.7428 -0.6164 -0.32 -0.16 0.12 -0.27
H -0.8015 -6.3235 -0.6073 -0.02 0.08 0.11 0.32
H 1.2063 -5.8539 -2.0293 0.03 0.18 0.08 0.30
F -0.5213 3.2386 3.0967 0.94 -0.12 -0.19 -0.29
C 0.6558 2.9255 2.4711 0.05 -0.19 0.26 0.78
F 1.5162 3.9554 2.6552 -0.60 -0.62 0.10 -0.28
F 1.1804 1.8345 3.1292 -0.42 1.01 -0.38 -0.24
C 0.4221 2.5832 0.9613 0.08 -0.10 -1.07 0.28
O 1.2265 3.0567 0.1419 -0.93 -0.26 1.38 -0.59
O -0.5778 1.8208 0.7659 1.01 0.85 0.60 -0.71